No. 1
A structure of composition C21H30BrN2O3PdS2. Source: the OMol25 dataset; level of theory: ωB97M-V/def2-TZVPD.

Element x y z (Å)
Pd1 -0.14 -0.11 0.10
C1 -2.51 0.36 2.73
C2 -1.06 0.34 2.35
C3 -0.36 1.54 2.12
C4 1.02 1.53 1.87
C5 1.73 0.33 1.87
C6 1.05 -0.88 2.08
C7 -0.33 -0.87 2.33
H1 -2.95 -0.63 2.68
H2 -3.08 1.03 2.08
H3 -2.62 0.72 3.75
H4 -0.89 2.48 2.15
H5 1.54 2.47 1.70
H6 2.80 0.33 1.70
H7 1.60 -1.81 2.10
H8 -0.83 -1.80 2.56
C8 3.32 -0.19 -3.87
C9 3.75 0.03 -2.44
S1 2.90 -0.91 -1.17
O1 1.42 -0.51 -1.33
C10 3.05 -2.62 -1.76
C11 1.98 -3.08 -2.74
H9 3.80 0.56 -4.50
H10 2.24 -0.10 -3.99
H11 3.63 -1.17 -4.24
H12 3.58 1.07 -2.12
H13 4.81 -0.19 -2.27
H14 3.04 -3.22 -0.85
H15 4.06 -2.68 -2.17
H16 1.00 -2.69 -2.45
H17 1.93 -4.17 -2.73
H18 2.18 -2.76 -3.76
Br1 -4.31 1.36 -4.22
C12 -3.18 2.71 -3.77
C13 -3.37 3.91 -4.53
C14 -2.57 5.01 -4.33
C15 -1.57 4.93 -3.36
C16 -1.38 3.74 -2.61
C17 -2.16 2.63 -2.77
C18 -1.85 1.41 -1.90
O2 -2.68 0.47 -1.90
O3 -0.81 1.49 -1.21
H19 -4.15 3.91 -5.28
H20 -2.72 5.91 -4.91
H21 -0.93 5.78 -3.18
H22 -0.58 3.72 -1.87
C19 -3.92 -3.78 1.30
N1 -2.95 -3.12 0.40
C20 -3.04 -1.98 -0.26
S2 -1.60 -1.55 -1.20
N2 -4.07 -1.17 -0.31
C21 -5.45 -1.37 0.17
H23 -3.36 -4.44 1.95
H24 -4.64 -4.36 0.73
H25 -4.42 -3.04 1.92
H26 -2.14 -3.68 0.18
H27 -3.90 -0.34 -0.86
H28 -5.77 -2.39 0.03
H29 -6.09 -0.73 -0.44
H30 -5.55 -1.08 1.21

As for the total charge: +3. As for the multiplicity: 5. The energy above the lowest of the compared OMol25 structures with the same formula, charge and spin comes out at 0.00 kcal/mol. As for the HOMO-LUMO gap (alpha / beta): 8.8 / 5.1 eV. The calculation puts the total energy at -4650.64949 Eh.


No. 2
A structure of composition C21H30BrN4O2S4Sc in a non-equilibrium geometry. Source: the OMol25 dataset; level of theory: ωB97M-V/def2-TZVPD.

Element x y z (Å)
Sc1 -0.03 0.44 -0.03
C1 0.47 -3.13 1.47
C2 -0.51 -2.57 2.48
S1 -0.47 -0.76 2.57
C3 1.06 -0.57 3.49
C4 1.62 0.81 3.34
S2 1.98 1.43 1.68
C5 3.68 0.88 1.40
C6 3.73 -0.55 1.06
S3 2.77 -0.81 -0.44
C7 2.81 -2.61 -0.61
C8 1.45 -3.11 -1.12
S4 0.01 -2.57 -0.18
H1 0.47 -4.22 1.62
H2 1.51 -2.78 1.67
H3 -0.36 -2.90 3.49
H4 -1.55 -2.78 2.23
H5 1.70 -1.39 3.21
H6 0.81 -0.70 4.56
H7 2.45 0.98 3.99
H8 0.82 1.48 3.70
H9 4.28 1.15 2.25
H10 4.08 1.43 0.53
H11 3.29 -1.18 1.89
H12 4.74 -0.96 1.00
H13 3.05 -3.02 0.36
H14 3.66 -2.88 -1.25
H15 1.40 -4.22 -1.09
H16 1.19 -2.78 -2.16
C9 -4.32 -0.60 -0.96
C10 -4.40 0.75 -0.21
C11 -3.21 0.76 0.67
O1 -2.22 -0.03 -0.07
C12 -2.95 -1.15 -0.64
H17 -4.43 -0.41 -2.03
H18 -5.13 -1.31 -0.66
H19 -5.33 0.81 0.35
H20 -4.31 1.55 -0.90
H21 -3.40 0.28 1.63
H22 -2.79 1.76 0.93
H23 -3.02 -1.94 0.11
H24 -2.51 -1.57 -1.54
Br1 1.89 2.27 -1.77
C13 1.21 0.86 -2.85
C14 1.64 0.82 -4.16
C15 1.02 -0.11 -4.99
C16 0.14 -1.01 -4.44
C17 -0.17 -0.93 -3.09
N1 0.37 0.01 -2.28
H25 2.35 1.55 -4.55
H26 1.26 -0.17 -6.07
H27 -0.33 -1.76 -5.00
H28 -0.85 -1.66 -2.66
N2 -0.49 4.21 1.92
C18 -0.80 3.37 0.94
O2 -0.58 2.10 1.11
C19 -1.28 3.89 -0.27
C20 -1.39 2.91 -1.26
N3 -1.45 1.99 -1.94
C21 -1.67 5.23 -0.46
N4 -1.91 6.36 -0.56
H29 -0.26 3.88 2.87
H30 -0.80 5.19 1.77

As for the total charge: +2. The energy above the lowest of the compared OMol25 structures with the same formula, charge and spin comes out at 5.72 kcal/mol. As for the HOMO-LUMO gap: 7.4 eV. The calculation puts the total energy at -6114.81356 Eh.